No. 1
{
  "formula": "C4H16O8Y",
  "method": "ωB97M-V/def2-TZVPD",
  "charge": -1,
  "gap_ev": 2.230,
  "elements": ["Y", "O", "C", "C", "O", "H", "H", "H", "H", "O", "C", "C", "O", "H", "H", "H", "H", "O", "H", "H", "O", "H", "H", "O", "H", "H", "O", "H", "H"],
  "positions_angstrom": [[8.428, -20.945, -13.151], [9.463, -16.850, -12.210], [9.158, -15.707, -12.971], [8.499, -15.982, -14.459], [8.090, -17.280, -14.904], [10.019, -15.050, -13.094], [8.455, -15.180, -12.327], [9.247, -15.485, -15.076], [7.737, -15.204, -14.502], [9.822, -22.641, -9.598], [9.823, -24.006, -9.212], [8.865, -25.013, -10.073], [8.537, -24.621, -11.410], [9.623, -24.046, -8.141], [10.863, -24.328, -9.253], [7.861, -24.954, -9.652], [9.129, -26.065, -10.179], [5.089, -22.067, -15.382], [4.846, -22.990, -15.461], [4.473, -21.608, -15.953], [12.209, -20.940, -14.149], [13.071, -20.912, -13.734], [12.364, -21.353, -14.998], [9.313, -22.914, -16.882], [9.090, -22.794, -17.805], [9.258, -23.859, -16.742], [5.054, -19.841, -11.163], [4.496, -19.075, -11.295], [4.644, -20.315, -10.440]],
  "atomic_forces_ev_per_a": [[0.4, 0.3, 0.7], [-0.1, 1.7, -1.8], [0.6, -3.2, 3.1], [-1.0, -2.4, -1.5], [1.1, 3.3, 1.4], [0.4, 0.0, -0.5], [-0.9, 0.4, -0.5], [0.9, -0.8, -0.5], [-1.1, -0.3, 0.3], [-0.4, -2.3, 0.3], [0.4, 3.1, -0.7], [-1.7, 1.4, -3.5], [1.1, -0.1, 1.5], [-0.9, -0.5, 0.3], [0.4, -0.7, -0.8], [0.0, 0.1, 1.2], [0.9, -0.1, 0.9], [0.2, 0.1, 0.1], [0.0, -0.3, 0.1], [-0.1, 0.2, -0.1], [-0.3, 0.0, 0.0], [0.2, 0.1, 0.3], [-0.1, -0.1, -0.3], [0.1, 0.2, 0.1], [-0.1, 0.1, -0.2], [0.0, -0.3, 0.2], [0.1, -0.1, -0.2], [0.0, 0.3, -0.1], [0.0, -0.2, 0.2]]
}

No. 2
{
  "formula": "C2H3Cl2N2P",
  "method": "ωB97M-V/def2-TZVPD",
  "gap_ev": 10.003,
  "elements": ["C", "C", "N", "N", "P", "Cl", "Cl", "H", "H", "H"],
  "positions_angstrom": [[1.230, 0.305, 0.152], [-0.173, -0.134, 0.065], [1.700, 1.722, -0.980], [-0.695, 0.807, -1.002], [0.311, 2.041, -1.641], [2.450, -1.025, 0.009], [-1.005, 0.204, 1.592], [1.421, 1.008, 1.005], [-0.342, -1.108, -0.332], [-1.672, 1.038, -1.049]],
  "atomic_forces_ev_per_a": [[3.9, 2.9, -0.3], [-1.2, 2.8, -2.4], [-1.4, -2.9, 1.4], [0.4, 0.6, -0.1], [0.0, -1.1, 0.8], [-1.0, 1.2, 0.1], [-0.2, -0.5, 0.2], [0.0, -1.5, -0.4], [0.0, -0.9, 0.5], [-0.5, -0.5, 0.2]]
}

No. 3
{
  "formula": "C4H12",
  "method": "ωB97M-V/def2-TZVPD",
  "smiles": "CC.CC",
  "gap_ev": 12.678,
  "elements": ["C", "C", "H", "H", "H", "H", "H", "H", "C", "C", "H", "H", "H", "H", "H", "H"],
  "positions_angstrom": [[0.897, -1.821, -1.162], [0.862, -2.347, 0.262], [0.210, -2.380, -1.814], [0.496, -0.817, -1.328], [1.860, -1.889, -1.664], [0.772, -3.437, 0.226], [-0.057, -2.067, 0.768], [1.748, -2.076, 0.815], [-1.180, 2.503, 1.054], [-0.537, 1.677, -0.085], [-0.482, 2.534, 1.895], [-1.239, 3.552, 0.755], [-2.154, 2.155, 1.381], [-0.060, 2.357, -0.780], [-1.283, 1.114, -0.652], [0.145, 0.941, 0.327]],
  "atomic_forces_ev_per_a": [[-0.9, 0.0, -1.2], [-0.5, -0.6, -0.6], [0.2, -0.3, 0.3], [0.4, 0.2, 0.6], [0.2, 0.0, 0.3], [0.4, 0.0, 0.1], [0.1, 0.5, 0.2], [0.1, 0.1, 0.4], [0.9, 0.3, -0.2], [-0.9, 0.0, 0.4], [-0.3, -0.2, 0.2], [-0.4, -0.1, -0.1], [0.0, -0.1, 0.0], [0.4, -0.2, -0.1], [0.0, 0.1, 0.0], [0.3, 0.0, -0.2]]
}

No. 4
{
  "formula": "C4H5INO4S",
  "method": "ωB97M-V/def2-TZVPD",
  "charge": -1,
  "smiles": "C=[S@@]([O-])(I)=NC(=O)CC(=O)O",
  "gap_ev": [7.019, 7.022],
  "elements": ["C", "S", "O", "I", "N", "C", "O", "C", "C", "O", "O", "H", "H", "H", "H", "H"],
  "positions_angstrom": [[-2.149, 1.160, -1.395], [-0.572, 1.714, -0.803], [0.132, 2.292, -1.907], [-0.734, 3.520, 0.880], [0.404, 0.563, -0.048], [-0.138, -0.199, 0.841], [-1.223, -0.062, 1.345], [0.787, -1.306, 1.240], [1.534, -2.137, 0.164], [1.710, -3.377, 0.191], [2.034, -1.373, -0.766], [-2.728, 1.661, -2.103], [-2.762, 0.787, -0.555], [1.688, -0.818, 1.571], [0.482, -1.959, 2.028], [1.536, -0.467, -0.682]],
  "atomic_forces_ev_per_a": [[2.6, -1.5, 3.7], [-3.0, -2.7, -1.7], [1.1, 0.7, -0.3], [0.2, 0.6, 0.7], [0.2, 3.3, -3.5], [-0.6, -1.5, 1.2], [-1.9, 0.0, 1.0], [1.8, -1.5, -0.2], [-0.8, -2.8, 0.3], [-0.4, 3.2, 0.3], [-0.2, 1.0, -0.8], [0.0, 1.5, -1.2], [0.6, 0.0, -0.4], [0.4, 0.6, 0.9], [-0.7, -0.2, 0.3], [0.7, -0.6, -0.3]]
}

no.,E_tot (a.u.)
1,-801.71229
2,-1449.20172
3,-159.57457
4,-1207.02741